No. 1
Computed, not measured: 15 unconnected molecules or ions with the total composition C70H181N19O26 at a distorted geometry, with ωB97M-V/def2-TZVPD.

Geometry (Å):
C  3.62444  -3.69963  2.57152
O  3.43250  -3.31134  3.72871
N  4.55339  -3.11293  1.73167
N  2.76658  -4.60914  1.91143
H  5.37155  -2.71915  2.18567
H  4.66758  -3.55126  0.80791
H  1.85234  -4.84366  2.22044
H  2.92382  -4.79283  0.93798
C  3.86215  -4.58385  -2.09571
O  4.05079  -4.45864  -0.87572
N  2.64338  -4.18947  -2.72043
N  4.90005  -5.05233  -2.93195
H  1.94680  -3.63519  -2.11296
H  2.64672  -4.00139  -3.71251
H  5.73123  -5.24927  -2.40726
H  4.85065  -5.36334  -3.86871
C  2.07288  0.50956  -3.83721
O  2.07279  -0.64421  -3.48388
N  2.58781  0.84647  -5.08093
N  1.70619  1.67245  -3.04320
H  2.79430  0.11576  -5.72633
H  2.70280  1.78888  -5.38413
H  1.11431  2.32042  -3.55561
H  1.29183  1.39830  -2.16869
C  3.69868  7.59168  -0.51578
O  2.72176  8.12143  -0.89903
N  3.82413  6.23333  -0.35470
N  4.83143  8.43524  -0.30992
H  3.01730  5.71493  -0.56161
H  4.67912  5.79948  0.06665
H  4.49360  9.37479  -0.20624
H  5.57141  8.27290  0.34175
C  1.64939  6.64247  5.77701
O  1.09039  5.45349  5.30459
C  0.63798  4.72247  6.40584
C  1.73589  3.90139  7.02655
N  2.25563  2.64119  6.41256
C  2.50750  2.87157  4.96077
C  2.97536  1.58970  4.31429
O  1.86365  0.69479  4.24706
C  2.35352  -0.65440  3.90954
H  2.51458  6.48884  6.44383
H  0.92384  7.25147  6.31820
H  2.00624  7.12761  4.85743
H  -0.11710  4.00172  6.01031
H  0.06908  5.30904  7.19709
H  1.22750  3.50424  7.94994
H  2.57950  4.55129  7.33262
H  1.56762  1.90586  6.43686
H  3.24837  3.68019  4.82507
H  1.66288  3.25962  4.45886
H  3.84301  1.13700  4.78149
H  3.26495  1.90464  3.30927
H  2.91649  -1.09172  4.75086
H  3.02368  -0.56224  3.05385
H  1.43571  -1.22182  3.77332
C  9.01029  -2.29859  -1.98595
O  8.18450  -1.39075  -1.27171
C  6.80757  -1.80925  -1.28429
C  5.97390  -0.74794  -0.58900
N  6.31498  -0.65176  0.81119
C  5.68232  0.43929  1.46796
C  6.29653  0.75997  2.79141
O  7.65812  1.04481  2.68448
C  8.31607  1.24241  3.92108
H  8.77195  -2.43683  -3.02098
H  8.90894  -3.28138  -1.48490
H  10.04955  -1.95015  -1.75660
H  6.81899  -2.75574  -0.74799
H  6.53794  -2.05846  -2.32501
H  4.94133  -1.03434  -0.73960
H  6.07206  0.17646  -1.16127
H  7.32038  -0.66470  1.00662
H  4.66725  0.20231  1.71899
H  5.63038  1.38666  0.87625
H  6.01262  -0.00777  3.56297
H  5.76612  1.69100  3.10588
H  9.35359  1.31904  3.67624
H  8.07608  0.41976  4.57674
H  7.97509  2.14100  4.42990
C  -4.04558  -9.73225  -3.54034
O  -3.46910  -8.61780  -4.11711
C  -2.66020  -7.80533  -3.16892
C  -2.15023  -6.63751  -3.98317
N  -3.08427  -6.08817  -4.91523
C  -2.49653  -5.10356  -5.85562
C  -3.35159  -4.84628  -7.00871
O  -3.38524  -6.04405  -7.74306
C  -4.05508  -5.85363  -8.95572
H  -3.30247  -10.31500  -2.95265
H  -4.37269  -10.36940  -4.33526
H  -4.83101  -9.47770  -2.77173
H  -1.79101  -8.38286  -2.77518
H  -3.28837  -7.46937  -2.34766
H  -1.25386  -7.01212  -4.47850
H  -1.75866  -5.82179  -3.32713
H  -3.50655  -6.85911  -5.42598
H  -1.45820  -5.35578  -6.15663
H  -2.45672  -4.17103  -5.26373
H  -2.94082  -4.00593  -7.53711
H  -4.36826  -4.58666  -6.66946
H  -3.73247  -6.65822  -9.60177
H  -3.85035  -4.86544  -9.30943
H  -5.16906  -5.92675  -8.76754
C  4.60763  7.30683  2.96415
O  5.56910  6.62586  2.28964
C  5.76543  5.30363  2.77357
C  6.75575  4.60916  1.83776
N  6.27642  4.46262  0.48244
C  7.22250  3.73113  -0.39394
C  6.71585  3.79918  -1.78058
O  5.50859  3.15584  -1.79549
C  5.05514  2.89845  -3.10932
H  3.67298  6.72317  3.09486
H  4.32602  8.19973  2.39600
H  4.93025  7.68793  3.92389
H  4.83311  4.74875  2.91960
H  6.23475  5.33992  3.77282
H  6.95734  3.60950  2.28561
H  7.67914  5.16537  1.98737
H  5.43207  3.94624  0.43067
H  7.35940  2.69565  -0.00653
H  8.17470  4.21884  -0.33453
H  7.39890  3.20664  -2.41263
H  6.63468  4.86052  -2.20494
H  4.36368  2.03839  -3.08764
H  5.88287  2.63616  -3.75374
H  4.65494  3.82803  -3.52017
C  -6.99138  -8.04101  1.11733
O  -5.66519  -7.53302  1.08538
C  -5.32197  -6.82439  -0.12058
C  -3.94610  -6.20933  0.15247
N  -2.97972  -7.24403  0.21774
C  -1.82148  -6.95241  1.04739
C  -0.99625  -8.12941  1.37009
O  -1.76181  -9.16060  1.92594
C  -2.36365  -8.88793  3.18283
H  -7.10188  -8.56069  2.08585
H  -6.96653  -8.76863  0.24460
H  -7.73455  -7.23839  1.01635
H  -5.96123  -5.90288  -0.20268
H  -5.34826  -7.43861  -0.99804
H  -4.07504  -5.63841  1.08337
H  -3.65341  -5.47627  -0.67251
H  -3.46588  -8.05185  0.62842
H  -2.18078  -6.50320  1.98173
H  -1.07945  -6.17927  0.65042
H  -0.18693  -7.79870  2.05987
H  -0.58942  -8.53781  0.44557
H  -1.67700  -8.33517  3.85799
H  -2.51485  -9.81288  3.71575
H  -3.25802  -8.25713  3.12887
C  -1.66610  5.03146  2.57409
O  -1.96652  6.36263  2.12824
C  -0.70432  7.12087  1.85550
C  -1.10232  8.56301  1.61152
N  -1.81399  8.69826  0.31057
C  -1.97100  10.03617  -0.26773
C  -2.59310  9.89082  -1.64775
O  -3.68444  9.01196  -1.60353
C  -4.93144  9.51468  -1.19716
H  -2.63170  4.63525  2.90930
H  -0.94863  5.11052  3.39290
H  -1.28325  4.48556  1.73501
H  -0.23126  6.70008  0.99176
H  -0.02155  7.07683  2.74135
H  -0.24080  9.19047  1.59478
H  -1.71552  8.88466  2.48889
H  -2.61782  8.07453  0.21092
H  -0.91781  10.50668  -0.40759
H  -2.55828  10.70631  0.36285
H  -1.91232  9.32332  -2.25434
H  -2.75182  10.87286  -2.08075
H  -4.87627  9.99003  -0.20761
H  -5.53963  8.60581  -1.20599
H  -5.40356  10.20538  -1.88369
C  -12.01388  -5.00111  -3.40896
O  -10.99275  -4.82524  -2.45247
C  -9.88271  -5.64992  -2.66549
C  -8.80568  -5.10541  -1.71221
N  -8.25861  -3.85422  -2.32167
C  -7.18598  -3.18311  -1.59363
C  -5.86816  -3.29502  -2.24385
O  -4.71420  -3.00209  -1.39971
C  -3.50262  -3.01732  -2.18370
H  -12.58711  -5.91399  -3.24797
H  -11.66864  -5.11831  -4.48205
H  -12.66582  -4.11310  -3.32018
H  -9.44897  -5.50491  -3.67375
H  -10.15564  -6.71332  -2.55150
H  -7.95437  -5.78294  -1.55194
H  -9.22682  -4.90437  -0.70699
H  -9.02962  -3.20247  -2.26984
H  -6.99052  -3.65156  -0.59192
H  -7.51861  -2.16902  -1.33468
H  -5.90807  -2.72278  -3.17724
H  -5.80497  -4.29919  -2.48044
H  -2.74013  -3.06304  -1.37693
H  -3.40279  -2.02618  -2.63219
H  -3.48464  -3.88711  -2.79439
C  1.86363  6.04852  -8.66035
O  0.99268  6.22971  -7.56485
C  0.59155  7.55918  -7.55619
C  -0.68635  7.60689  -6.68398
N  -0.36286  7.44871  -5.27288
C  -1.48212  7.27736  -4.28916
C  -0.95887  6.99473  -2.92960
O  -0.26030  5.72631  -2.91841
C  0.12347  5.28681  -1.65867
H  2.78425  6.66417  -8.57557
H  1.38428  6.38784  -9.56924
H  2.13855  4.96339  -8.75058
H  0.44424  7.89589  -8.54893
H  1.44789  8.11679  -7.16385
H  -1.32071  6.75206  -7.02165
H  -1.18420  8.54280  -6.92436
H  0.28183  6.68870  -5.03636
H  -2.16120  6.43937  -4.52215
H  -2.11463  8.18737  -4.24061
H  -1.81695  6.97037  -2.24959
H  -0.24546  7.72141  -2.56362
H  1.00915  5.88042  -1.31614
H  0.47256  4.29044  -1.67530
H  -0.76379  5.44331  -0.98014
C  -1.58144  -3.26831  2.98937
O  -0.70702  -4.38458  3.24313
C  0.25932  -4.02642  4.23642
C  0.80631  -5.36494  4.76539
N  -0.11413  -6.15898  5.62530
C  0.57961  -7.07230  6.54044
C  -0.32962  -8.04031  7.17838
O  -1.16957  -8.61970  6.17119
C  -2.30037  -9.23159  6.77955
H  -1.12107  -2.28234  2.88798
H  -2.26294  -3.27133  3.83771
H  -2.19687  -3.41116  2.12334
H  -0.22236  -3.39891  5.03991
H  1.16329  -3.50276  3.83521
H  1.60542  -5.01517  5.38958
H  1.15315  -5.99347  3.93692
H  -0.62221  -6.72841  4.98028
H  1.02879  -6.49348  7.27879
H  1.36551  -7.66548  6.02855
H  -1.00051  -7.51952  7.94894
H  0.20232  -8.75386  7.83620
H  -2.60310  -8.67983  7.66778
H  -1.85884  -10.15579  7.11982
H  -3.04235  -9.39224  6.06100
C  -1.25887  0.22812  3.03425
O  -1.54113  -0.01815  1.71256
C  -2.92119  0.33276  1.39622
C  -3.34649  0.31785  -0.07094
N  -2.57866  1.10447  -0.96214
C  -2.16939  2.40900  -0.56115
C  -3.23623  3.44896  -0.65985
O  -4.15236  3.19005  0.46868
C  -5.18929  4.22842  0.50455
H  -0.25857  -0.08612  3.30347
H  -1.95379  -0.32247  3.72482
H  -1.37175  1.28085  3.28167
H  -3.07708  1.35773  1.81767
H  -3.59140  -0.37687  1.87160
H  -4.37384  0.69256  -0.05773
H  -3.41238  -0.69453  -0.54616
H  -1.70558  0.60522  -1.18233
H  -1.37180  2.68419  -1.22197
H  -1.67729  2.54508  0.42982
H  -3.87308  3.25869  -1.53993
H  -2.94319  4.50315  -0.76213
H  -4.74039  5.18658  0.75883
H  -5.82691  3.96489  1.35009
H  -5.73115  4.25470  -0.43524
C  0.01590  -3.69276  0.07680
O  0.51369  -2.92966  -1.06999
C  0.12337  -1.56399  -1.03156
C  1.23948  -0.71608  -0.41232
N  0.82895  0.64930  -0.23623
C  1.82895  1.42507  0.49934
C  1.22373  2.74480  0.98647
O  2.38728  3.56975  1.22855
C  1.87066  4.76240  1.84505
H  0.33803  -4.72048  -0.06910
H  -1.11427  -3.68950  0.06016
H  0.40714  -3.39151  1.04791
H  -0.63274  -1.47130  -0.27125
H  -0.11453  -1.19326  -2.03911
H  2.10216  -0.71201  -1.03089
H  1.58032  -1.18383  0.52725
H  0.01147  0.67606  0.33922
H  2.67678  1.64571  -0.08844
H  2.22938  0.86239  1.35978
H  0.60180  2.59178  1.86462
H  0.49276  3.11106  0.24636
H  1.78679  4.60480  2.94236
H  0.98525  5.15970  1.39511
H  2.62760  5.55111  1.84219

Computed properties:
ΔE to the lowest compared entry with this formula, charge and spin in kJ/mol: 0.0
Multiplicity: 1
Molar mass in g/mol: 1705.32
Lowest unoccupied orbital energy in eV: 0.4526
Gap between HOMO and LUMO in eV: 8.71
Charge: 0

---

No. 2
Computed, not measured: a molecular structure, C70H50F12N9O11P2S2Ti at a distorted geometry, with ωB97M-V/def2-TZVPD.

Geometry (Å):
Ti  -0.09788  -0.99535  0.50122
C  2.96598  1.68476  -3.19736
N  2.34172  0.51847  -2.57118
C  1.22903  0.53985  -1.79860
N  1.06070  -0.64634  -1.20736
C  2.08876  -1.46021  -1.66594
C  2.89715  -0.73296  -2.48506
C  4.05293  -1.17997  -3.28195
C  5.15931  -1.74684  -2.65356
C  6.20071  -2.27139  -3.40639
C  6.15253  -2.23013  -4.79252
C  5.06361  -1.64635  -5.42684
C  4.02290  -1.11931  -4.67498
C  2.18371  -2.93936  -1.54822
C  3.12432  -3.58733  -0.75126
C  3.24559  -4.96878  -0.79265
C  2.44994  -5.71869  -1.65190
C  1.52165  -5.07997  -2.46000
C  1.38911  -3.69811  -2.40552
P  0.01149  1.85781  -2.22485
C  -0.39285  2.89657  -0.78585
N  -1.04502  2.60223  0.31406
C  -1.38722  3.79455  0.89816
C  -0.94177  4.83468  0.11258
N  -0.31673  4.25969  -0.96169
C  0.45583  4.99146  -1.95727
C  -0.95354  6.31134  0.24967
C  0.17347  6.95955  0.75606
C  0.21785  8.34752  0.80562
C  -0.85984  9.09802  0.35259
C  -1.99223  8.45707  -0.13475
C  -2.03565  7.06998  -0.19092
C  -2.05524  3.88698  2.21476
C  -2.64525  5.07464  2.65599
C  -3.20572  5.15810  3.92148
C  -3.18777  4.05858  4.76875
C  -2.63047  2.86626  4.33092
C  -2.07452  2.77814  3.06045
C  -1.51037  0.87615  -2.38446
N  -2.31290  0.38257  -1.47636
C  -3.43063  -0.03294  -2.13530
C  -3.31328  0.22615  -3.48703
N  -2.08216  0.81439  -3.63897
C  -1.42211  1.13868  -4.89930
C  -4.27516  0.02059  -4.58624
C  -4.54554  1.03595  -5.50513
C  -5.48624  0.85342  -6.51120
C  -6.17339  -0.34783  -6.61088
C  -5.90949  -1.36511  -5.70279
C  -4.96592  -1.18762  -4.70218
C  -4.63737  -0.66494  -1.54937
C  -4.59122  -1.96856  -1.06586
C  -5.76616  -2.63094  -0.73019
C  -6.99073  -1.98946  -0.85895
C  -7.03983  -0.67511  -1.30944
C  -5.86800  -0.01905  -1.65953
H  3.04632  2.48633  -2.47039
H  2.38330  2.02760  -4.05159
H  3.96323  1.40829  -3.52730
H  5.19140  -1.75410  -1.56965
H  7.05689  -2.71021  -2.90800
H  6.96414  -2.64215  -5.37936
H  5.02061  -1.60935  -6.50811
H  3.16288  -0.67966  -5.16974
H  3.74096  -2.99645  -0.08745
H  3.96300  -5.46209  -0.14676
H  2.55292  -6.79726  -1.68960
H  0.88785  -5.65756  -3.12449
H  0.66584  -3.19701  -3.04164
H  1.48615  5.09914  -1.62912
H  0.01661  5.97590  -2.10053
H  0.44429  4.45006  -2.89950
H  1.00616  6.35713  1.10531
H  1.10080  8.84459  1.19023
H  -0.82149  10.18082  0.38431
H  -2.83802  9.04055  -0.47890
H  -2.91257  6.56285  -0.57804
H  -2.67881  5.94093  2.01124
H  -3.66603  6.08493  4.24384
H  -3.61224  4.13260  5.76356
H  -2.63421  1.98393  4.95537
H  -1.64037  1.84640  2.72439
H  -1.94334  0.63908  -5.71121
H  -0.39302  0.78973  -4.87814
H  -1.41800  2.21229  -5.08462
H  -4.04093  1.99099  -5.41102
H  -5.69065  1.65562  -7.20958
H  -6.91105  -0.49057  -7.39182
H  -6.44112  -2.30670  -5.77298
H  -4.74859  -1.98800  -4.00436
H  -3.63375  -2.46999  -0.97358
H  -5.71734  -3.64845  -0.35860
H  -7.90422  -2.50871  -0.58974
H  -7.99152  -0.16331  -1.39765
H  -5.90273  1.00205  -2.02246
O  -1.62504  -6.73160  -0.68184
C  -1.34754  -5.59530  -0.46024
C  -0.33981  -5.10972  0.59019
O  0.27742  -5.83577  1.32920
C  -0.34129  -3.66393  0.42841
C  -1.21223  -3.23496  -0.57124
O  -1.23894  -1.97867  -0.81859
C  -1.87743  -4.36776  -1.21287
O  -2.62409  -4.39653  -2.15324
O  0.42821  -2.73068  0.91703
F  -1.97617  -3.86088  4.05047
C  -1.41628  -2.65366  4.09102
F  -0.16754  -2.80722  3.66815
F  -1.40828  -2.21946  5.33869
S  -2.42577  -1.47030  2.98395
O  -1.60903  -1.06708  1.82791
O  -2.96014  -0.44451  3.81812
N  -3.55251  -2.44023  2.42318
S  -4.78140  -2.67210  3.41652
O  -4.39977  -2.83128  4.79357
O  -5.69727  -3.62768  2.86796
C  -5.78259  -1.07282  3.40662
F  -7.06547  -1.38731  3.14770
F  -5.38723  -0.20979  2.47387
F  -5.75602  -0.47900  4.59958
O  0.01629  0.00089  3.89940
C  1.07147  -0.22261  3.34115
N  2.26350  -0.32283  4.02906
C  3.27711  -0.95973  3.21715
C  2.59770  -0.81441  1.82547
O  3.18868  -1.02560  0.78852
N  1.28483  -0.43373  1.96993
C  3.42040  -2.43434  3.63834
C  4.04262  -2.71238  4.85682
C  4.10694  -4.01187  5.33527
C  3.54131  -5.05299  4.60462
C  2.93021  -4.78663  3.38959
C  2.87400  -3.48182  2.90747
C  4.64317  -0.29259  3.23221
C  4.90022  0.83518  3.99555
C  6.16409  1.41328  3.99158
C  7.17825  0.87311  3.21676
C  6.92559  -0.26024  2.44969
C  5.66872  -0.84405  2.46497
H  2.20903  -0.47258  5.02135
H  4.48065  -1.90005  5.43004
H  4.58297  -4.20993  6.28904
H  3.56677  -6.06454  4.99383
H  2.45120  -5.57421  2.81771
H  2.36368  -3.28692  1.97286
H  4.09778  1.27147  4.57851
H  6.35461  2.29778  4.58860
H  8.16181  1.32876  3.20868
H  7.71047  -0.68949  1.83700
H  5.47146  -1.73495  1.88105
F  2.05973  1.78334  0.40938
P  3.11562  2.89379  0.97131
F  4.16051  4.01709  1.48225
F  4.33229  1.90502  0.63731
F  2.96809  2.30327  2.44827
F  3.23025  3.50972  -0.55873
F  1.89481  3.92229  1.24905

Computed properties:
ΔE to the lowest compared entry with this formula, charge and spin in kJ/mol: 210.0
Multiplicity: 2
Molar mass in g/mol: 1595.15
Lowest unoccupied orbital energy (spin up / spin down) in eV: 3.2840 / 3.2842
Gap between HOMO and LUMO (spin up / spin down) in eV: 6.75 / 7.02
Charge: -2

---

In order of appearance, DFT total energy = -5771.809870, -7545.507167 hartree.